[1]
DFT (wB97M-V/def2-TZVPD) results for a 5-piece molecular cluster, C24H44ClN8 overall in a non-equilibrium geometry.

Each line ends with the Löwdin charge.
Cartesian coordinates (Å):
1 C 17.791 -7.198 -8.412  -0.069
2 C 16.759 -6.094 -8.449  -0.153
3 N 16.774 -5.414 -9.754  -0.013
4 C 16.899 -4.029 -9.961  0.003
5 C 16.599 -3.699 -11.262  -0.010
6 N 16.647 -4.890 -11.949  -0.086
7 C 16.849 -5.881 -11.048  0.006
8 C 16.498 -5.070 -13.428  0.031
9 H 17.759 -7.879 -7.561  0.094
10 H 18.805 -6.800 -8.376  0.088
11 H 17.735 -7.889 -9.253  0.075
12 H 16.777 -5.410 -7.601  0.136
13 H 15.787 -6.575 -8.339  0.131
14 H 17.060 -3.390 -9.105  0.134
15 H 16.467 -2.830 -11.889  0.073
16 H 16.768 -6.915 -11.348  0.162
17 H 15.437 -4.951 -13.650  0.105
18 H 16.671 -6.114 -13.690  0.098
19 H 17.174 -4.445 -14.011  0.073
20 C 11.715 4.550 -10.681  -0.059
21 C 10.943 3.318 -11.127  -0.172
22 N 11.848 2.268 -11.581  -0.053
23 C 12.729 2.368 -12.708  0.037
24 C 13.381 1.097 -12.864  0.034
25 N 12.784 0.224 -11.919  -0.089
26 C 11.916 0.959 -11.159  0.027
27 C 12.991 -1.208 -11.818  -0.001
28 H 11.112 5.288 -10.153  0.096
29 H 12.115 5.105 -11.529  0.067
30 H 12.593 4.261 -10.104  0.090
31 H 10.222 3.535 -11.915  0.135
32 H 10.369 2.929 -10.286  0.132
33 H 12.745 3.339 -13.181  0.106
34 H 14.048 0.689 -13.609  0.054
35 H 11.320 0.565 -10.348  0.168
36 H 13.352 -1.682 -12.731  0.081
37 H 12.030 -1.618 -11.506  0.105
38 H 13.729 -1.405 -11.040  0.099
39 C 14.552 5.683 -15.093  -0.074
40 C 13.530 4.925 -15.883  -0.190
41 N 13.928 3.546 -16.154  -0.038
42 C 15.072 2.917 -15.762  -0.027
43 C 15.050 1.677 -16.287  -0.035
44 N 13.864 1.456 -17.002  -0.090
45 C 13.165 2.659 -16.917  0.072
46 C 13.439 0.297 -17.673  -0.005
47 H 15.500 5.774 -15.622  0.095
48 H 14.662 5.217 -14.114  0.078
49 H 14.247 6.711 -14.894  0.099
50 H 13.362 5.439 -16.829  0.138
51 H 12.541 4.991 -15.429  0.127
52 H 15.874 3.404 -15.229  0.143
53 H 15.808 0.912 -16.380  0.092
54 H 12.236 2.882 -17.421  0.165
55 H 12.556 0.595 -18.237  0.111
56 H 13.252 -0.489 -16.941  0.111
57 H 14.193 -0.028 -18.390  0.115
58 C 22.545 -0.110 -17.390  -0.059
59 C 22.777 -1.622 -17.375  -0.139
60 N 21.511 -2.430 -17.455  -0.032
61 C 21.292 -3.567 -18.202  0.024
62 C 19.951 -3.882 -17.979  -0.007
63 N 19.354 -3.041 -17.063  -0.090
64 C 20.334 -2.112 -16.830  0.014
65 C 18.003 -2.825 -16.750  -0.049
66 H 21.982 0.197 -18.272  0.087
67 H 23.472 0.460 -17.440  0.093
68 H 21.982 0.219 -16.516  0.070
69 H 23.323 -1.999 -16.510  0.129
70 H 23.516 -1.991 -18.087  0.130
71 H 22.035 -4.066 -18.806  0.143
72 H 19.425 -4.674 -18.491  0.137
73 H 20.211 -1.237 -16.210  0.162
74 H 17.792 -1.772 -16.936  0.084
75 H 17.758 -3.038 -15.710  0.029
76 H 17.453 -3.433 -17.468  0.114
77 Cl 16.194 -1.160 -14.286  -0.464

Values from the calculation:
Energy relative to the best compared isomer or geometry (same formula, charge and spin), kJ/mol: 205.7
LUMO energy, eV: -6.32
E_HOMO, eV: -14.768
Frontier orbital gap, eV: 8.448
Charge: +3


[2]
DFT (wB97M-V/def2-TZVPD) results for a 8-piece molecular cluster, C12H41BClN15O7 overall.

Each line ends with the Löwdin charge.
Cartesian coordinates (Å):
1 C -0.331 -4.308 -1.897  -0.120
2 C 0.131 -3.100 -2.703  -0.295
3 C -0.994 -2.406 -3.491  -0.629
4 Cl -1.832 -3.586 -4.587  0.595
5 B -0.311 -1.226 -4.281  -0.182
6 C 0.149 -1.371 -5.762  -0.163
7 C 1.166 -0.320 -6.248  -0.288
8 N 0.622 0.631 -7.248  -0.017
9 H 0.477 -4.666 -1.259  0.069
10 H -1.192 -4.058 -1.274  0.074
11 H -0.628 -5.119 -2.559  0.051
12 H 0.549 -2.329 -2.051  0.085
13 H 0.903 -3.399 -3.418  0.115
14 H -1.765 -2.054 -2.805  0.086
15 H -0.112 -0.239 -3.645  0.083
16 H -0.734 -1.403 -6.411  0.100
17 H 0.592 -2.371 -5.863  0.105
18 H 1.499 0.265 -5.387  0.087
19 H 2.049 -0.798 -6.666  0.079
20 H -0.365 0.458 -7.388  0.045
21 H 1.071 0.484 -8.142  0.050
22 N -0.790 -0.439 0.447  0.185
23 C 0.334 0.123 -0.049  -0.729
24 N 0.976 0.949 0.830  0.165
25 O 0.773 -0.089 -1.178  -0.011
26 H -1.046 -0.252 1.411  0.036
27 H -1.321 -1.061 -0.132  0.107
28 H 1.836 1.367 0.530  0.106
29 H 0.622 1.144 1.750  0.096
30 N -0.796 3.310 -0.934  0.178
31 C -1.402 3.880 0.142  -0.666
32 N -2.208 4.949 -0.135  0.149
33 O -1.246 3.474 1.287  0.001
34 H -0.923 3.636 -1.873  0.100
35 H -0.195 2.520 -0.773  0.074
36 H -2.666 5.392 0.638  0.101
37 H -2.357 5.302 -1.060  0.093
38 N -1.160 -1.509 4.897  0.183
39 C -1.930 -0.721 4.110  -0.643
40 N -3.182 -0.433 4.550  0.175
41 O -1.500 -0.276 3.048  -0.019
42 H -1.469 -1.871 5.779  0.102
43 H -0.241 -1.746 4.550  0.070
44 H -3.741 0.147 3.956  0.094
45 H -3.563 -0.731 5.432  0.080
46 N -4.558 2.459 5.944  0.144
47 C -4.475 1.667 7.063  -0.672
48 N -4.044 2.298 8.184  0.167
49 O -4.759 0.478 7.050  0.006
50 H -4.330 3.435 5.934  0.098
51 H -4.890 2.025 5.103  0.094
52 H -3.934 1.739 9.009  0.108
53 H -3.734 3.250 8.195  0.098
54 N 3.508 -3.111 2.794  0.147
55 C 2.259 -2.620 2.522  -0.661
56 N 2.064 -2.186 1.247  0.178
57 O 1.387 -2.573 3.379  0.015
58 H 4.240 -3.164 2.112  0.090
59 H 3.680 -3.437 3.726  0.100
60 H 1.153 -1.822 1.027  0.069
61 H 2.767 -2.204 0.533  0.102
62 N -1.693 2.939 4.446  0.172
63 C -0.717 3.013 5.392  -0.685
64 N 0.512 3.411 4.945  0.152
65 O -0.926 2.748 6.569  0.000
66 H -1.553 3.162 3.473  0.058
67 H -2.586 2.614 4.768  0.052
68 H 1.250 3.465 5.621  0.098
69 H 0.699 3.628 3.985  0.088
70 N 5.492 0.203 -6.823  0.150
71 C 5.231 -1.138 -6.875  -0.682
72 N 6.058 -1.868 -7.685  0.146
73 O 4.321 -1.645 -6.245  0.022
74 H 6.231 0.645 -7.335  0.090
75 H 4.895 0.762 -6.242  0.103
76 H 5.887 -2.854 -7.742  0.101
77 H 6.811 -1.469 -8.212  0.089

Values from the calculation:
LUMO energy, eV: 0.51
SMILES: CC[C@H](Cl)BCCN.NC(N)=O.NC(N)=O.NC(N)=O.NC(N)=O.NC(N)=O.NC(N)=O.NC(N)=O
E_HOMO, eV: -8.700
Frontier orbital gap, eV: 9.210


[3]
DFT (wB97M-V/def2-TZVPD) results for BH20NiO8 as an isolated structure in a non-equilibrium geometry.

Each line ends with the Mulliken spin population.
Cartesian coordinates (Å):
1 Ni -0.674 -0.209 -1.925  1.829
2 B 0.263 0.037 0.025  0.028
3 H -0.617 0.583 -0.276  0.020
4 H 0.062 -1.021 0.099  0.000
5 H 1.004 0.114 -0.756  0.002
6 H 0.703 0.382 0.948  0.016
7 O -2.264 1.164 -1.985  0.027
8 H -2.131 2.058 -1.672  -0.002
9 H -3.167 1.153 -2.303  0.002
10 O -2.156 -1.519 -1.278  0.027
11 H -2.588 -2.333 -1.537  0.002
12 H -2.586 -1.268 -0.461  -0.002
13 O -0.565 -2.318 2.628  0.000
14 H 0.199 -2.590 3.136  0.000
15 H -0.198 -1.880 1.859  -0.001
16 O 1.107 0.953 4.152  0.000
17 H 1.346 0.376 3.426  0.000
18 H 1.385 1.824 3.869  0.000
19 O -1.344 1.935 1.464  0.006
20 H -0.987 1.256 0.891  0.005
21 H -0.653 2.595 1.513  -0.001
22 O 0.646 -1.867 -2.180  0.020
23 H 0.794 -2.575 -2.806  0.003
24 H 1.405 -1.899 -1.598  -0.001
25 O 0.640 1.458 -2.750  0.019
26 H 1.401 1.871 -2.342  -0.001
27 H 0.383 2.063 -3.446  0.001
28 O 2.929 -0.478 0.975  0.002
29 H 3.524 0.084 1.472  -0.001
30 H 2.140 0.051 0.860  -0.001

Values from the calculation:
Multiplicity: 3
Energy relative to the best compared isomer or geometry (same formula, charge and spin), kJ/mol: 145.4
LUMO energy (spin up / spin down), eV: -4.08 / -5.79
⟨S²⟩: 2.00
E_HOMO (spin up / spin down), eV: -13.260 / -13.259
Frontier orbital gap (spin up / spin down), eV: 9.176 / 7.474
Charge: +1